(1)
The following is a DFT calculation (the ωB97M-V functional and the def2-TZVPD basis) of C6H9N in the gas phase in a non-equilibrium geometry.

For the frontier orbital gap (alpha / beta), the calculation gives 7.677 / 7.760 eV. The HOMO energy (alpha / beta) comes out at -6.905 / -6.972 eV. The calculation puts the energy above the lowest of the compared OMol25 structures with the same formula, charge and spin at 502.9 kJ/mol. The calculated total energy comes out at -7852.948 eV.

```
16
Properties=species:S:1:pos:R:3:lowdin_charge:R:1
C 3.365 0.422 0.088 -0.10
C 1.993 -0.019 -0.174 -0.07
C 0.858 -0.374 -0.373 -0.02
C -0.475 -0.897 -0.680 -0.14
N -1.617 -0.254 0.030 -0.28
C -2.835 -0.387 -0.488 -0.03
C -1.585 0.830 0.813 -0.04
H 3.796 0.905 -0.795 0.08
H 4.002 -0.425 0.361 0.08
H 3.383 1.141 0.913 0.08
H -0.708 -0.699 -1.737 0.13
H -0.526 -1.973 -0.509 0.12
H -3.696 -0.186 0.126 0.06
H -2.930 -0.685 -1.512 0.05
H -2.114 1.671 0.416 0.05
H -0.933 0.967 1.644 0.04
```

---

(2)
The following is a DFT calculation (the ωB97M-V functional and the def2-TZVPD basis) of C6H8ClNS in the gas phase in a non-equilibrium geometry.

For the frontier orbital gap, the calculation gives 9.632 eV. The HOMO energy comes out at -8.829 eV. The SMILES is CN(Cl)Cc1cccs1. The calculation puts the energy above the lowest of the compared OMol25 structures with the same formula, charge and spin at 164.0 kJ/mol. The calculated total energy comes out at -31197.376 eV.

```
17
Properties=species:S:1:pos:R:3:lowdin_charge:R:1
C -2.438 1.175 -1.205 -0.23
N -1.136 0.693 -0.974 -0.51
Cl -0.799 -0.347 -2.403 0.60
C -0.999 -0.217 0.209 -0.30
C 0.419 -0.485 0.465 -0.52
C 1.472 0.413 0.406 -0.10
C 2.722 -0.228 0.775 -0.20
C 2.626 -1.508 1.232 -0.46
S 1.013 -2.019 1.150 0.99
H -2.585 1.747 -2.094 0.07
H -3.167 0.327 -1.056 0.09
H -2.571 1.842 -0.302 0.11
H -1.513 -1.117 0.073 0.08
H -1.421 0.297 1.049 0.12
H 1.278 1.360 0.008 0.09
H 3.619 0.234 1.069 0.08
H 3.479 -2.167 1.598 0.10
```

---

Among the records above, which one has the highest calculated total energy?
C6H9N

---

What did the second record say?
The following is a DFT calculation (the ωB97M-V functional and the def2-TZVPD basis) of C6H8ClNS in the gas phase in a non-equilibrium geometry.

For the frontier orbital gap, the calculation gives 9.632 eV. The HOMO energy comes out at -8.829 eV. The SMILES is CN(Cl)Cc1cccs1. The calculation puts the energy above the lowest of the compared OMol25 structures with the same formula, charge and spin at 164.0 kJ/mol. The calculated total energy comes out at -31197.376 eV.

```
17
Properties=species:S:1:pos:R:3:lowdin_charge:R:1
C -2.438 1.175 -1.205 -0.23
N -1.136 0.693 -0.974 -0.51
Cl -0.799 -0.347 -2.403 0.60
C -0.999 -0.217 0.209 -0.30
C 0.419 -0.485 0.465 -0.52
C 1.472 0.413 0.406 -0.10
C 2.722 -0.228 0.775 -0.20
C 2.626 -1.508 1.232 -0.46
S 1.013 -2.019 1.150 0.99
H -2.585 1.747 -2.094 0.07
H -3.167 0.327 -1.056 0.09
H -2.571 1.842 -0.302 0.11
H -1.513 -1.117 0.073 0.08
H -1.421 0.297 1.049 0.12
H 1.278 1.360 0.008 0.09
H 3.619 0.234 1.069 0.08
H 3.479 -2.167 1.598 0.10
```

---

Which formula does entry 1 have?
C6H9N